Entry 1:
C20H52N2O13S4 | ωB97M-V with the def2-TZVPD basis set

```
91
Properties=species:S:1:pos:R:3
N -0.39 -0.08 5.04
C -1.32 0.46 3.99
C -1.48 2.02 4.29
C -2.93 2.53 3.95
C -3.27 2.49 2.38
C -4.86 2.42 2.29
C -5.30 0.92 2.54
O -5.98 0.68 3.78
C -7.17 1.46 3.90
C -8.37 0.70 4.60
N -9.27 1.72 5.24
H -0.46 -1.10 5.03
H 0.55 0.24 4.80
H -0.84 0.35 2.98
H -2.29 -0.10 4.09
H -1.36 2.13 5.41
H -0.72 2.60 3.71
H -3.07 3.60 4.27
H -3.68 1.87 4.48
H -2.80 1.62 1.86
H -2.92 3.46 1.91
H -5.23 3.14 3.07
H -5.19 2.71 1.25
H -4.35 0.31 2.58
H -5.86 0.52 1.64
H -6.92 2.35 4.57
H -7.52 1.91 2.92
H -8.99 0.09 3.89
H -7.95 0.07 5.43
H -8.70 2.36 5.80
H -9.64 2.33 4.49
O 2.16 -0.48 2.81
S 2.59 -1.85 2.76
O 2.25 -2.80 3.79
O 4.19 -1.88 2.54
C 5.02 -1.19 3.48
C 5.11 -1.92 4.80
C 2.13 -2.54 1.20
H 4.66 -0.16 3.62
H 6.01 -1.12 3.03
H 4.15 -1.95 5.31
H 5.83 -1.43 5.47
H 5.43 -2.96 4.65
H 2.41 -1.85 0.40
H 1.05 -2.67 1.21
H 2.62 -3.50 1.07
O -4.43 -1.69 -2.09
S -5.46 -0.71 -2.26
O -6.07 -0.05 -1.13
O -6.63 -1.33 -3.18
C -7.24 -2.56 -2.76
C -8.17 -2.37 -1.58
C -4.91 0.53 -3.39
H -6.47 -3.31 -2.54
H -7.81 -2.93 -3.62
H -7.63 -2.06 -0.69
H -8.70 -3.29 -1.35
H -8.91 -1.59 -1.80
H -4.49 0.05 -4.27
H -4.16 1.13 -2.88
H -5.76 1.16 -3.66
O 5.97 -4.49 -2.86
S 5.05 -3.44 -2.53
O 3.63 -3.67 -2.44
O 5.31 -2.18 -3.50
C 5.24 -2.39 -4.92
C 3.80 -2.56 -5.39
C 5.58 -2.68 -1.02
H 5.85 -3.24 -5.21
H 5.66 -1.50 -5.39
H 3.36 -3.47 -4.99
H 3.76 -2.61 -6.48
H 3.19 -1.72 -5.05
H 6.64 -2.47 -1.08
H 5.38 -3.38 -0.21
H 5.00 -1.77 -0.86
O 5.89 2.45 -6.58
S 7.20 2.68 -6.01
O 8.10 1.59 -5.74
O 7.04 3.57 -4.67
C 6.18 3.09 -3.64
C 6.81 1.93 -2.89
C 8.06 3.88 -6.98
H 5.20 2.82 -4.04
H 6.02 3.92 -2.95
H 6.92 1.06 -3.53
H 6.19 1.63 -2.04
H 7.80 2.19 -2.53
H 7.40 4.73 -7.17
H 8.33 3.40 -7.92
H 8.95 4.19 -6.45
```

Results
SMILES: CCOS(C)(=O)=O.CCOS(C)(=O)=O.CCOS(C)(=O)=O.CCOS(C)(=O)=O.NCCCCCCOCCN
Largest force on an atom: 0.0288 hartree/bohr
ΔE to the lowest compared entry with this formula, charge and spin: 1.4367 eV
Gap between HOMO and LUMO: 9.0 eV
Molecular weight: 656.90 g/mol

***

Entry 2:
C4H8O | ωB97M-V with the def2-TZVPD basis set

```
13
Properties=species:S:1:pos:R:3
C 0.69 -1.78 0.53
C -0.43 -0.81 1.11
C -0.77 0.37 0.21
C 0.34 1.10 -0.48
H 0.40 -2.21 -0.58
H 0.58 -2.69 1.33
H 1.89 -1.49 0.43
H -1.36 -1.49 1.27
H -0.11 -0.32 2.07
H -1.30 1.13 0.70
H -1.48 -0.03 -0.52
H 1.39 1.11 0.22
O 0.13 1.59 -1.65
```

Results
SMILES: CCCC=O
Largest force on an atom: 0.1182 hartree/bohr
ΔE to the lowest compared entry with this formula, charge and spin: 2.3334 eV
Gap between HOMO and LUMO: 10.7 eV
Molecular weight: 72.11 g/mol

***

Entry 3:
C3H2OS2 | ωB97M-V with the def2-TZVPD basis set

```
8
Properties=species:S:1:pos:R:3
C -0.37 1.45 0.21
C -0.56 -0.04 0.05
C 0.53 -1.08 -0.05
H -1.27 1.93 0.63
H 0.16 -2.07 -0.21
O 0.57 2.08 -0.22
S -2.11 -0.57 -0.04
S 2.05 -0.59 0.04
```

Results
SMILES: O=CC(=S)C=S
Largest force on an atom: 0.0521 hartree/bohr
ΔE to the lowest compared entry with this formula, charge and spin: 1.9085 eV
Gap between HOMO and LUMO: 6.8 eV
Molecular weight: 118.18 g/mol

***

Copy entry 3 word for word.
C3H2OS2 | ωB97M-V with the def2-TZVPD basis set

```
8
Properties=species:S:1:pos:R:3
C -0.37 1.45 0.21
C -0.56 -0.04 0.05
C 0.53 -1.08 -0.05
H -1.27 1.93 0.63
H 0.16 -2.07 -0.21
O 0.57 2.08 -0.22
S -2.11 -0.57 -0.04
S 2.05 -0.59 0.04
```

Results
SMILES: O=CC(=S)C=S
Largest force on an atom: 0.0521 hartree/bohr
ΔE to the lowest compared entry with this formula, charge and spin: 1.9085 eV
Gap between HOMO and LUMO: 6.8 eV
Molecular weight: 118.18 g/mol

***

Number 3 is which compound? C3H2OS2

***

What is the formula in the second record? C4H8O

***

What did the third record say?
C3H2OS2 | ωB97M-V with the def2-TZVPD basis set

```
8
Properties=species:S:1:pos:R:3
C -0.37 1.45 0.21
C -0.56 -0.04 0.05
C 0.53 -1.08 -0.05
H -1.27 1.93 0.63
H 0.16 -2.07 -0.21
O 0.57 2.08 -0.22
S -2.11 -0.57 -0.04
S 2.05 -0.59 0.04
```

Results
SMILES: O=CC(=S)C=S
Largest force on an atom: 0.0521 hartree/bohr
ΔE to the lowest compared entry with this formula, charge and spin: 1.9085 eV
Gap between HOMO and LUMO: 6.8 eV
Molecular weight: 118.18 g/mol